Density functional theory data (the ωB97M-V functional and the def2-TZVPD basis) for a 3-piece molecular cluster, C3H11NO3 overall in a non-equilibrium geometry.

Values from the calculation:
LUMO energy in eV: 0.5
Kohn-Sham gap in Eh: 0.38289
Spin multiplicity: 1
Energy above the lowest of the compared OMol25 structures with the same formula, charge and spin in kcal per mole: 44.8
Structure (SMILES): C[C@@H](N)C=O.O.O
Maximum force in eV Å⁻¹: 2.281
Net charge: 0

Structure (XYZ):
```
18
Properties=species:S:1:pos:R:3:forces:R:3:mulliken_charge:R:1
C -0.063726 1.185150 1.239766 0.8 -0.3 0.2 -1.106
C 0.377222 -0.239055 0.830112 1.0 -0.8 -1.9 0.296
N 0.993567 -0.208780 -0.542709 0.0 1.7 1.1 -0.616
C 1.503774 -0.896901 1.714301 -1.5 1.2 0.1 -0.056
O 2.309192 -1.653293 1.264414 0.2 -0.2 0.3 -0.431
H -0.439042 1.686815 0.343323 0.3 0.0 0.3 0.245
H 0.751555 1.770015 1.750965 -0.7 -0.5 -0.7 0.314
H -0.895683 1.122760 1.920196 -0.3 0.0 0.5 0.338
H -0.464515 -0.915368 0.676428 -0.2 0.0 0.7 0.277
H 1.936240 0.087180 -0.335033 0.3 -0.4 -1.2 0.187
H 0.896185 -0.939873 -1.225564 0.3 -0.9 0.8 0.282
H 1.531842 -0.484127 2.753328 0.2 -0.5 -0.1 0.317
O -2.207366 -1.582255 -1.927891 0.3 -0.1 0.0 -0.656
H -2.613841 -1.522131 -1.060390 -0.1 0.0 0.0 0.298
H -1.812087 -0.709321 -2.075295 -0.3 0.1 0.0 0.372
O -0.991226 0.957824 -1.838450 0.9 -0.3 -0.1 -0.777
H -0.676308 1.863951 -1.919672 -0.3 0.0 -0.2 0.290
H -0.135783 0.477404 -1.567826 -0.9 1.0 0.1 0.424
```
Forces are in eV/Å.

---

Density functional theory data (the ωB97M-V functional and the def2-TZVPD basis) for a 7-piece molecular cluster, C25H68ClO25P7 overall in a non-equilibrium geometry.

Values from the calculation:
LUMO energy in eV: -2.1
Kohn-Sham gap in Eh: 0.21648
Spin multiplicity: 1
Structure (SMILES): CCC[C@@H](C)PCC(=O)Cl.COP(=O)(OC)OC.COP(=O)(OC)OC.COP(=O)(OC)OC.COP(=O)(OC)OC.COP(=O)(OC)OC.COP(=O)(OC)OC
Maximum force in eV Å⁻¹: 8.498
Net charge: 0

Structure (XYZ):
```
126
Properties=species:S:1:pos:R:3:forces:R:3:mulliken_charge:R:1
C -3.025813 0.553390 3.024250 0.3 0.2 -0.9 -1.249
C -3.223885 0.859265 1.523687 -0.3 0.3 0.3 1.107
C -3.878043 2.231266 1.314216 -0.6 -0.8 0.3 -0.811
C -5.389924 2.143275 1.662190 0.8 -0.3 -0.3 1.231
C -5.868129 3.268557 2.575210 -0.1 -0.5 0.2 -1.587
P -6.421083 2.007579 0.132332 -1.4 1.3 -0.1 -0.168
C -7.309639 0.363745 0.371228 1.5 -0.1 0.7 0.428
C -8.167363 0.542193 1.583395 0.2 -0.2 -0.4 0.219
O -9.128735 1.210221 1.613741 -1.1 0.6 0.2 -0.419
Cl -7.662347 -0.290549 3.087805 0.3 -0.2 -0.1 -0.207
H -3.902129 0.047902 3.421151 0.0 0.0 0.3 0.350
H -2.848287 1.499078 3.535101 -0.1 0.0 0.3 0.328
H -2.130925 -0.054606 3.136383 -0.1 -0.2 0.2 0.255
H -2.279641 0.801150 0.994375 0.1 -0.1 0.0 -0.317
H -3.888544 0.096585 1.104183 0.1 -0.1 -0.2 -0.413
H -3.739540 2.549144 0.286815 0.2 0.5 0.1 0.309
H -3.433846 2.930306 2.022788 0.3 0.3 -0.3 0.329
H -5.507159 1.219172 2.229050 -0.2 -0.1 0.0 -0.344
H -5.412688 3.111006 3.554936 0.2 0.2 0.0 0.383
H -5.589824 4.254184 2.212549 -0.1 0.1 -0.1 0.304
H -6.941157 3.188139 2.746492 -0.1 0.3 -0.1 0.431
H -5.578903 1.796728 -0.981048 0.4 -0.7 0.4 0.001
H -6.538124 -0.369592 0.594545 -0.2 -0.4 -0.3 -0.446
H -7.910320 0.100001 -0.490566 -0.1 0.0 -0.1 0.435
C 2.999714 -1.435810 0.301318 0.2 0.1 -0.2 -0.616
O 1.560137 -1.401071 0.377276 2.1 1.5 2.3 -0.383
P 0.778848 0.029523 0.773465 -6.3 -2.5 -3.8 1.051
O -0.527069 -0.642475 1.021249 0.2 0.0 0.6 -0.741
O 0.932653 0.601120 -0.733186 0.4 1.3 0.7 -0.406
C 0.396313 -0.183220 -1.783029 0.2 -0.4 -0.7 -0.431
O 0.340811 1.469756 1.435138 3.4 -0.2 1.0 -0.008
C 1.335533 2.505515 1.609732 -0.1 0.2 -0.1 -0.872
H 3.304029 -2.397627 -0.102140 -0.2 0.0 -0.1 0.292
H 3.358234 -0.646188 -0.364102 0.1 -0.1 0.0 0.345
H 3.439479 -1.312997 1.287833 0.1 0.0 0.0 0.191
H -0.352925 -0.882662 -1.419958 0.1 0.0 0.1 0.163
H 1.192621 -0.733993 -2.287313 0.0 -0.1 0.0 0.211
H -0.069551 0.489069 -2.503599 0.0 0.1 0.1 0.233
H 1.709346 2.842330 0.641223 0.0 0.0 0.0 0.318
H 2.164309 2.151853 2.223391 0.0 0.1 0.0 0.317
H 0.855380 3.339912 2.113786 -0.1 -0.1 0.0 0.209
C 6.022971 -1.242377 -6.393328 0.1 -0.2 0.0 -0.761
O 5.548371 -1.818158 -5.159306 -1.1 2.9 -1.8 -0.249
P 3.900703 -2.090340 -4.975989 1.0 -7.0 4.7 1.020
O 4.007018 -2.373024 -3.517483 0.0 1.0 0.1 -0.625
O 3.986973 -3.438278 -5.892233 -0.6 0.4 -0.7 -0.381
C 4.893791 -4.467605 -5.505486 0.4 0.0 -0.2 -0.649
O 2.243853 -2.178608 -5.012049 0.4 3.1 -2.2 -0.164
C 1.528680 -1.787237 -6.207356 -0.1 -0.2 0.0 -0.688
H 7.109523 -1.246097 -6.365442 0.0 0.0 0.1 0.235
H 5.688536 -1.832262 -7.251129 0.0 0.0 0.0 0.339
H 5.676757 -0.213814 -6.497510 0.1 0.0 0.0 0.300
H 5.169666 -4.385401 -4.455025 -0.1 0.1 0.0 0.310
H 5.792610 -4.424383 -6.123278 0.0 0.0 0.0 0.229
H 4.397704 -5.420900 -5.675047 -0.1 0.1 0.0 0.261
H 1.773643 -2.455375 -7.034434 0.0 0.0 0.0 0.294
H 1.759911 -0.757605 -6.481986 -0.1 0.0 0.0 0.307
H 0.466001 -1.862844 -5.994285 0.0 0.0 0.1 0.237
C -3.273632 -0.655560 -1.825788 -0.1 0.1 0.1 -0.130
O -3.720691 -1.545346 -2.875209 1.4 -1.0 2.2 -0.439
P -4.545633 -2.886274 -2.434343 -4.2 -0.2 -3.3 1.095
O -4.546499 -3.706661 -3.649412 0.6 -0.2 0.1 -0.774
O -5.940056 -2.091155 -2.169320 -0.1 -0.3 0.3 -0.246
C -6.620579 -1.531376 -3.288896 0.1 0.4 0.0 -0.775
O -4.837101 -3.933250 -1.232123 2.5 1.5 0.9 -0.386
C -4.720714 -3.470783 0.134049 -0.1 0.0 0.1 -0.328
H -2.842474 0.228587 -2.286806 0.0 0.0 -0.1 0.371
H -4.112883 -0.350438 -1.195439 0.0 0.0 0.0 0.026
H -2.514771 -1.144845 -1.216587 0.0 0.1 0.1 0.094
H -6.310036 -1.997182 -4.223295 0.0 -0.1 0.0 0.374
H -6.432257 -0.456727 -3.337542 0.0 0.0 0.0 0.261
H -7.686856 -1.693940 -3.143763 0.0 0.0 0.0 0.252
H -5.472722 -2.708290 0.342722 0.0 0.0 -0.1 0.099
H -3.725242 -3.070899 0.328652 0.0 0.0 0.1 0.151
H -4.889883 -4.323192 0.785378 0.0 -0.1 -0.1 0.336
C 9.100699 -0.000283 0.671439 0.1 0.0 0.1 -0.685
O 7.827698 -0.057669 1.347366 0.2 -1.3 -2.8 -0.330
P 7.133512 -1.530548 1.586359 -1.1 0.2 6.0 0.995
O 5.760373 -1.181438 1.972948 -0.3 0.1 -0.7 -0.495
O 8.123009 -1.845021 2.843136 -0.1 -0.4 0.1 -0.374
C 8.007174 -1.045937 4.020600 0.3 0.2 0.0 -0.648
O 7.050225 -3.122072 1.260092 1.1 1.2 -2.8 -0.285
C 8.196068 -3.779460 0.672734 0.1 -0.1 0.1 -0.642
H 9.446300 1.028867 0.704691 -0.1 0.0 0.0 0.250
H 9.833258 -0.637851 1.172686 0.0 0.0 0.0 0.331
H 8.997423 -0.305277 -0.369897 0.0 0.1 0.0 0.284
H 7.041432 -0.545324 4.075361 0.0 0.0 -0.1 0.296
H 8.804491 -0.300965 4.043150 0.0 0.0 0.0 0.238
H 8.118847 -1.704529 4.878886 0.0 -0.1 0.0 0.240
H 9.039228 -3.761567 1.364391 0.0 0.1 0.0 0.288
H 8.477347 -3.306917 -0.268348 0.0 -0.1 0.0 0.276
H 7.918431 -4.810756 0.477221 -0.1 0.0 0.0 0.258
C 0.148004 -4.618818 4.855642 -0.2 0.1 -0.1 -0.519
O 0.346439 -3.889241 6.085059 2.3 -1.2 -1.3 -0.374
P 1.507504 -2.731205 6.118132 -2.4 4.3 2.4 0.975
O 1.675512 -2.458076 7.547865 0.3 -0.5 0.1 -0.761
O 0.607483 -1.650538 5.309387 0.5 0.3 -0.2 -0.098
C -0.559043 -1.084511 5.893907 -0.4 -0.2 -0.2 -0.713
O 2.874770 -2.198485 5.426236 -0.3 -2.9 -0.9 -0.363
C 3.041416 -2.472931 4.014732 0.1 0.3 -0.2 0.006
H -0.721446 -5.256838 4.986249 0.0 0.0 0.1 0.244
H -0.035290 -3.933670 4.023742 0.0 0.0 0.0 0.214
H 1.014470 -5.242780 4.634523 0.0 -0.1 0.0 0.268
H -0.565003 -1.163508 6.980715 0.2 -0.1 0.0 0.369
H -1.437633 -1.585110 5.482401 -0.1 0.0 0.1 0.267
H -0.593110 -0.033995 5.611757 0.0 0.0 0.0 0.205
H 2.276730 -1.941428 3.444801 0.0 -0.1 0.0 -0.009
H 2.973056 -3.542336 3.811194 0.0 0.0 0.0 0.229
H 4.023005 -2.120934 3.706078 0.0 0.0 0.1 0.075
C -1.001163 7.485010 -0.548313 0.1 0.0 -0.1 -0.728
O -1.511675 6.139225 -0.637609 -1.8 2.1 1.1 -0.182
P -2.968098 5.902018 -1.368229 1.1 -4.3 -3.7 0.684
O -3.310667 4.529625 -0.984630 -0.2 0.2 0.6 -0.262
O -2.324351 6.037675 -2.859392 -0.3 0.1 -0.2 -0.382
C -1.412802 5.032232 -3.295750 0.4 0.2 0.0 -0.574
O -4.371473 6.531334 -1.890602 0.9 2.0 2.2 -0.314
C -4.440954 7.944369 -2.186301 0.0 0.0 -0.2 -0.647
H 0.004260 7.431427 -0.140401 0.0 -0.1 0.0 0.229
H -0.959139 7.949293 -1.536984 0.0 0.0 0.0 0.339
H -1.620054 8.088472 0.115915 0.1 0.0 0.0 0.290
H -1.519709 4.113486 -2.719743 -0.1 0.0 0.1 0.217
H -0.387672 5.398015 -3.209585 0.0 0.0 0.0 0.236
H -1.624271 4.826432 -4.343082 -0.1 0.0 0.0 0.241
H -3.788671 8.189481 -3.025630 0.0 -0.1 0.0 0.284
H -4.164844 8.540208 -1.316053 -0.1 0.0 0.0 0.272
H -5.467589 8.173314 -2.455654 0.0 -0.1 0.0 0.268
```
Forces are in eV/Å.

---

Density functional theory data (the ωB97M-V functional and the def2-TZVPD basis) for a 2-piece molecular cluster, C5H16N2 overall in a non-equilibrium geometry.

Values from the calculation:
LUMO energy (spin up / spin down) in eV: -3.4 / -8.3
Kohn-Sham gap (spin up / spin down) in Eh: 0.41486 / 0.23540
Spin multiplicity: 2
Energy above the lowest of the compared OMol25 structures with the same formula, charge and spin in kcal per mole: 0.0
Maximum force in eV Å⁻¹: 1.400
Net charge: +1

Structure (XYZ):
```
23
Properties=species:S:1:pos:R:3:forces:R:3:mulliken_charge:R:1
C -1.145244 -2.309491 -0.577878 -0.2 -0.5 -0.2 -1.216
C -1.603583 1.546085 -0.935920 -0.1 0.1 0.3 -1.470
C -0.932098 0.208494 -0.674241 0.3 0.0 0.2 0.310
C -1.853440 -0.989641 -0.845177 0.3 -0.2 -0.3 -0.563
H -0.311093 -2.471916 -1.267167 0.0 0.1 0.1 0.309
H -1.814029 -3.166845 -0.727598 0.1 0.2 0.1 0.356
H -0.777310 -2.388236 0.446840 0.1 0.1 0.1 0.276
H -0.914165 2.387653 -0.845435 0.0 0.0 0.0 0.369
H -2.415476 1.711888 -0.227543 0.0 0.0 0.1 0.343
H -2.047746 1.589033 -1.924061 0.0 -0.1 -0.2 0.361
H -0.545073 0.172179 0.360271 -0.1 0.1 0.0 -0.017
H -0.048973 0.092999 -1.320629 -0.1 0.0 -0.2 0.233
H -2.691023 -0.881909 -0.166982 -0.3 0.0 0.1 0.337
H -2.252570 -1.009152 -1.865278 0.0 0.1 0.1 0.368
N 1.692746 1.613455 1.578963 0.9 0.0 -1.1 -0.221
C 2.040191 0.224099 1.725033 -0.4 -0.9 1.0 -0.343
N 2.653260 -0.167911 0.485142 -0.3 1.1 -0.4 -0.194
H 2.500556 2.234062 1.610595 -0.2 0.2 0.3 0.298
H 1.102299 1.843697 0.779798 -0.4 -0.1 0.2 0.237
H 2.702169 0.077207 2.568017 0.3 0.2 0.0 0.355
H 1.164975 -0.381971 1.921324 -0.2 0.0 -0.2 0.307
H 2.017124 -0.292599 -0.301968 0.0 -0.3 0.1 0.270
H 3.478504 0.358822 0.203894 0.2 -0.3 0.1 0.295
```
Forces are in eV/Å.

---

Density functional theory data (the ωB97M-V functional and the def2-TZVPD basis) for a 2-piece molecular cluster, C3H2BrClF2 overall in a non-equilibrium geometry.

Values from the calculation:
LUMO energy in eV: 0.4
Kohn-Sham gap in Eh: 0.39836
Spin multiplicity: 1
Energy above the lowest of the compared OMol25 structures with the same formula, charge and spin in kcal per mole: 47.9
Structure (SMILES): FC1=C[C@@]1(Cl)Br.F
Maximum force in eV Å⁻¹: 2.120
Net charge: 0

Structure (XYZ):
```
9
Properties=species:S:1:pos:R:3:forces:R:3:mulliken_charge:R:1
F 1.153314 1.026460 0.052976 0.2 0.0 -0.1 -0.212
C 1.350151 1.390057 -1.185989 -0.7 0.0 2.0 0.280
C 1.776851 1.134317 -2.355776 1.1 -1.0 -0.8 -0.431
C 1.070379 2.440234 -2.083730 -0.9 -0.8 -1.5 0.373
Cl 1.912416 3.932948 -2.177440 0.2 0.9 0.1 -0.164
Br -0.832602 2.610680 -2.780549 0.9 0.1 0.4 -0.164
H 2.388888 0.432248 -2.940525 -0.7 0.8 -0.1 0.320
F -0.424966 2.450839 1.972276 0.0 0.0 0.2 -0.387
H -0.684703 2.517655 1.091248 -0.1 0.0 -0.2 0.385
```
Forces are in eV/Å.